[1]
Computed, not measured: C42H45N2O3PtSb2 as an isolated structure, with ωB97M-V/def2-TZVPD.

Values from the calculation:
E_HOMO (spin up / spin down): -8.8 / -10.6 eV
E_LUMO (spin up / spin down): -2.65 / -3.82 eV
Net charge: +1
Largest force on an atom: 0.7 eV/A
Spin multiplicity: 3
⟨S²⟩: 2.012
Frontier orbital gap (spin up / spin down): 6.11 / 6.80 eV
ΔE to the lowest compared entry with this formula, charge and spin: 0.7201 eV

Geometry as XYZ:
```
95
Properties=species:S:1:pos:R:3:lowdin_charge:R:1
Pt -0.133 -0.189 0.124 0.65
O -4.368 -4.229 -3.820 -0.05
C -3.686 -4.832 -2.739 -0.20
C -2.952 -3.760 -1.988 -0.16
C -2.451 -4.002 -0.718 0.02
C -1.739 -3.006 -0.080 -0.12
N -1.522 -1.811 -0.632 -0.01
C -2.035 -1.559 -1.842 -0.19
C -2.743 -2.511 -2.551 0.06
C -1.806 -0.193 -2.382 -0.20
C -2.674 0.393 -3.286 0.05
C -2.423 1.677 -3.742 -0.16
C -3.365 2.363 -4.704 -0.20
O -4.634 1.749 -4.789 -0.04
C -1.275 2.314 -3.293 0.01
C -0.468 1.673 -2.377 -0.11
N -0.730 0.447 -1.913 -0.02
H -4.887 -4.893 -4.281 0.10
H -2.954 -5.567 -3.088 0.14
H -4.366 -5.344 -2.054 0.13
H -2.600 -4.957 -0.226 0.13
H -1.337 -3.160 0.911 0.10
H -3.133 -2.293 -3.536 0.13
H -3.558 -0.134 -3.622 0.13
H -2.937 2.315 -5.704 0.14
H -3.439 3.419 -4.438 0.13
H -5.138 1.946 -3.993 0.10
H -1.017 3.312 -3.633 0.13
H 0.424 2.153 -1.995 0.10
C 3.320 1.295 -0.044 -0.35
C 3.342 -0.144 -0.569 -0.38
C 3.405 -1.230 0.521 -0.34
Sb 1.535 -1.771 1.501 1.41
C 1.432 -3.734 0.676 -0.41
C 1.491 -3.862 -0.713 -0.15
C 1.401 -5.113 -1.308 -0.08
C 1.241 -6.247 -0.518 -0.08
C 1.176 -6.127 0.865 -0.08
C 1.273 -4.874 1.463 -0.12
C 2.378 -2.228 3.399 -0.39
C 1.842 -1.716 4.577 -0.14
C 2.452 -2.000 5.794 -0.08
C 3.592 -2.790 5.833 -0.07
C 4.130 -3.302 4.657 -0.07
C 3.524 -3.024 3.438 -0.13
Sb 1.440 1.774 0.905 1.46
C 1.970 1.792 2.958 -0.38
C 3.237 1.433 3.410 -0.13
C 3.526 1.466 4.770 -0.08
C 2.548 1.846 5.679 -0.08
C 1.277 2.192 5.234 -0.08
C 0.985 2.161 3.877 -0.12
C 1.354 3.869 0.570 -0.35
C 2.436 4.649 0.979 -0.12
C 2.428 6.017 0.738 -0.08
C 1.341 6.605 0.100 -0.08
C 0.256 5.832 -0.291 -0.08
C 0.258 4.461 -0.055 -0.13
H 3.409 2.008 -0.865 0.06
H 4.156 1.481 0.634 0.05
H 4.207 -0.262 -1.228 0.11
H 2.464 -0.311 -1.197 0.06
H 4.110 -0.954 1.308 0.05
H 3.752 -2.168 0.088 0.06
H 1.604 -2.980 -1.340 0.10
H 1.456 -5.206 -2.387 0.11
H 1.174 -7.225 -0.980 0.11
H 1.058 -7.011 1.480 0.11
H 1.228 -4.788 2.545 0.10
H 0.959 -1.086 4.551 0.10
H 2.036 -1.600 6.712 0.11
H 4.068 -3.007 6.784 0.11
H 5.018 -3.922 4.689 0.11
H 3.941 -3.434 2.525 0.10
H 4.009 1.130 2.713 0.08
H 4.515 1.190 5.117 0.11
H 2.776 1.872 6.739 0.11
H 0.514 2.488 5.944 0.11
H -0.007 2.436 3.532 0.10
H 3.281 4.196 1.490 0.10
H 3.267 6.625 1.054 0.11
H 1.336 7.674 -0.080 0.11
H -0.598 6.298 -0.770 0.11
H -0.605 3.858 -0.321 0.08
C -3.726 2.028 0.434 -0.06
C -2.616 1.514 1.343 -0.56
C -2.957 0.117 1.859 -0.08
O -1.394 1.609 0.635 -0.42
H -4.668 2.102 0.984 0.08
H -3.858 1.342 -0.411 0.07
H -3.470 3.017 0.044 0.07
H -2.564 2.168 2.224 0.13
H -3.278 -0.525 1.033 0.06
H -3.765 0.171 2.592 0.09
H -2.091 -0.333 2.342 0.05
```

[2]
Computed, not measured: C42H45N4O2Sr as an isolated structure in a non-equilibrium geometry, with ωB97M-V/def2-TZVPD.

Values from the calculation:
E_HOMO: -2.7 eV
E_LUMO: 2.44 eV
Net charge: -1
Largest force on an atom: 2.1 eV/A
Spin multiplicity: 1
Frontier orbital gap: 5.12 eV

Geometry as XYZ:
```
94
Properties=species:S:1:pos:R:3:lowdin_charge:R:1
Sr -0.004 1.682 -0.121 1.55
C 2.270 1.042 2.417 -0.08
C 3.196 -0.142 2.097 -0.35
C 2.512 -1.450 2.518 -0.05
C 3.749 -0.167 0.673 -0.14
C 5.135 -0.216 0.520 -0.06
C 5.726 -0.275 -0.735 -0.11
C 4.910 -0.239 -1.855 -0.06
C 3.519 -0.178 -1.752 -0.14
C 2.734 -0.094 -3.064 -0.35
C 2.284 -1.460 -3.601 -0.05
C 1.545 0.879 -3.076 -0.08
C 2.921 -0.187 -0.473 -0.22
N 1.528 -0.121 -0.343 -0.13
C 0.773 -1.270 -0.555 -0.24
C -0.610 -1.273 -0.670 -0.24
N -1.397 -0.113 -0.728 -0.15
C -2.760 -0.246 -0.428 -0.22
C -3.730 0.088 -1.406 -0.15
C -5.085 -0.038 -1.109 -0.06
C -5.519 -0.525 0.115 -0.10
C -4.574 -0.846 1.077 -0.06
C -3.209 -0.690 0.848 -0.14
C -2.255 -0.975 2.005 -0.36
C -2.184 -2.458 2.390 -0.05
C -2.649 -0.155 3.242 -0.07
C -3.360 0.561 -2.807 -0.37
C -2.674 1.931 -2.809 -0.07
C -2.553 -0.453 -3.630 -0.06
C -1.056 -2.675 -0.868 -0.10
C -2.254 -3.304 -1.102 -0.02
C -2.279 -4.728 -1.246 -0.09
C -1.154 -5.503 -1.169 -0.05
C 0.109 -4.871 -0.953 -0.17
C 1.383 -5.510 -0.876 -0.05
C 2.504 -4.748 -0.682 -0.08
C 2.459 -3.323 -0.559 -0.01
C 1.246 -2.686 -0.622 -0.11
C 0.100 -3.497 -0.817 -0.11
H 2.249 1.235 3.494 0.08
H 1.243 0.821 2.125 0.03
H 2.597 1.961 1.913 0.09
H 4.077 -0.030 2.733 0.12
H 1.600 -1.616 1.940 0.07
H 2.239 -1.404 3.580 0.08
H 3.170 -2.311 2.368 0.08
H 5.763 -0.213 1.407 0.10
H 6.806 -0.318 -0.838 0.09
H 5.362 -0.249 -2.845 0.10
H 3.458 0.300 -3.779 0.12
H 1.472 -1.872 -2.994 0.07
H 3.109 -2.180 -3.597 0.08
H 1.920 -1.355 -4.630 0.08
H 0.688 0.452 -2.548 0.04
H 1.237 1.066 -4.110 0.08
H 1.813 1.845 -2.627 0.08
H -5.816 0.218 -1.872 0.10
H -6.578 -0.645 0.319 0.09
H -4.910 -1.209 2.046 0.10
H -1.253 -0.668 1.699 0.11
H -3.163 -2.804 2.748 0.08
H -1.458 -2.604 3.198 0.08
H -1.889 -3.087 1.547 0.06
H -3.618 -0.484 3.634 0.07
H -2.713 0.909 3.019 0.07
H -1.902 -0.277 4.034 0.08
H -4.314 0.690 -3.324 0.11
H -1.668 1.842 -2.399 0.03
H -3.234 2.658 -2.212 0.08
H -2.581 2.319 -3.828 0.08
H -1.559 -0.599 -3.206 0.06
H -2.448 -0.099 -4.663 0.07
H -3.055 -1.425 -3.651 0.08
H -3.187 -2.753 -1.162 0.10
H -3.238 -5.209 -1.415 0.09
H -1.218 -6.583 -1.272 0.10
H 1.462 -6.588 -0.976 0.10
H 3.472 -5.237 -0.630 0.09
H 3.389 -2.781 -0.426 0.10
O -0.608 2.734 3.137 -0.09
N -0.414 2.800 1.928 -0.25
N -0.093 3.949 1.411 -0.24
O 0.053 3.977 0.060 -0.38
C 0.047 5.203 2.118 -0.16
C -0.341 6.341 1.431 -0.01
C -0.203 7.585 2.028 -0.09
C 0.330 7.692 3.305 -0.10
C 0.739 6.547 3.976 -0.08
C 0.596 5.294 3.391 -0.01
H -0.724 6.232 0.425 0.11
H -0.513 8.474 1.492 0.10
H 0.437 8.664 3.772 0.10
H 1.170 6.624 4.967 0.10
H 0.906 4.402 3.913 0.11
```